Record 1
Entry from OMol25: C16H45AgN4O5 as an isolated structure at a distorted geometry (wB97M-V/def2-TZVPD).

Gap between HOMO and LUMO (alpha / beta) in eV: 8.39 / 4.74
Molar mass in g/mol: 481.4
Relative energy (zero: lowest compared OMol25 entry of this formula, charge and spin) in kJ/mol: 24.59
HOMO (alpha / beta) in eV: -11.72 / -11.65
LUMO energy (alpha / beta) in eV: -3.32 / -6.91

The geometry in ORCA input format:
```
! wB97M-V def2-TZVPD RIJCOSX def2/J DEFGRID3
* xyz 1 2
Ag 0.297 2.197 1.343
O 0.124 0.089 1.025
H 0.386 -0.802 0.742
C 3.538 0.042 -2.774
C 2.273 0.177 -1.913
C 1.085 -0.368 -2.680
O 0.664 0.647 -3.566
C -0.561 0.409 -4.242
N 2.546 -0.641 -0.732
H 4.429 0.382 -2.242
H 3.438 0.748 -3.607
H 3.712 -0.946 -3.190
H 2.110 1.220 -1.621
H 0.297 -0.642 -1.955
H 1.333 -1.257 -3.269
H -0.515 -0.456 -4.906
H -0.768 1.323 -4.799
H -1.368 0.305 -3.508
H 1.848 -0.441 -0.035
H 3.442 -0.488 -0.293
C 1.999 -1.347 4.898
C 1.088 -1.538 3.679
C 0.528 -2.948 3.594
O -0.237 -3.336 4.705
C -0.757 -4.638 4.531
N 0.056 -0.481 3.666
H 2.421 -0.372 5.128
H 2.816 -2.060 4.762
H 1.391 -1.667 5.748
H 1.749 -1.539 2.796
H 1.395 -3.622 3.505
H -0.018 -3.123 2.655
H -1.394 -4.839 5.387
H 0.061 -5.359 4.418
H -1.370 -4.742 3.625
H 0.619 0.370 3.594
H -0.443 -0.517 2.761
C -3.565 -1.960 0.809
C -2.796 -1.760 -0.505
C -3.636 -2.107 -1.709
O -2.885 -1.964 -2.913
C -1.982 -3.020 -3.167
N -2.346 -0.351 -0.532
H -3.887 -3.007 0.866
H -4.501 -1.400 0.837
H -2.977 -1.725 1.695
H -1.954 -2.467 -0.418
H -4.427 -1.369 -1.825
H -3.949 -3.147 -1.583
H -1.417 -3.298 -2.274
H -1.327 -2.698 -3.970
H -2.499 -3.926 -3.498
H -1.916 -0.258 -1.453
H -1.611 -0.274 0.163
C 0.705 4.208 -2.615
C 0.740 3.786 -1.148
C 0.514 4.944 -0.171
O 0.782 4.437 1.145
C 0.802 5.476 2.134
N -0.151 2.629 -0.909
H 1.405 5.024 -2.816
H -0.270 4.620 -2.892
H 0.973 3.394 -3.286
H 1.764 3.445 -0.955
H -0.534 5.262 -0.228
H 1.181 5.791 -0.333
H 1.572 6.198 1.852
H 1.008 5.010 3.092
H -0.157 5.997 2.178
H -1.058 2.893 -1.294
H 0.186 1.879 -1.509
*
```

=====

Record 2
Entry from OMol25: a 9-piece molecular cluster, C16H45BF4NO7 overall at a distorted geometry (wB97M-V/def2-TZVPD).

Gap between HOMO and LUMO in eV: 9.78
Molar mass in g/mol: 450.3
Relative energy (zero: lowest compared OMol25 entry of this formula, charge and spin) in kJ/mol: 223.44
HOMO in eV: -7.14
LUMO energy in eV: 2.64

The geometry in ORCA input format:
```
! wB97M-V def2-TZVPD RIJCOSX def2/J DEFGRID3
* xyz -1 1
B -0.530 -0.305 -0.251
F -0.476 -1.513 0.393
F 0.772 -0.036 -0.795
F -1.537 -0.249 -1.176
F -0.870 0.646 0.741
C 1.799 -0.354 2.737
C 2.188 -1.544 3.548
N 2.677 -2.444 4.105
H 1.001 -0.959 2.093
H 1.264 0.288 3.534
H 2.747 0.069 2.379
C 0.040 2.116 -3.842
C -0.842 2.558 -2.652
O -2.015 1.930 -2.633
H 0.344 1.113 -3.687
H 1.025 2.616 -3.894
H -0.492 2.563 -4.632
H -1.024 3.570 -2.586
H -0.294 2.156 -1.730
H -1.992 1.132 -2.001
C 3.266 -4.685 -0.076
C 2.198 -3.955 0.630
O 1.165 -3.694 -0.375
H 2.830 -5.694 -0.366
H 4.243 -4.522 0.304
H 3.443 -4.053 -0.896
H 2.580 -3.054 0.961
H 1.896 -4.813 1.367
H 0.413 -3.104 -0.009
C 4.011 3.312 -0.145
C 2.502 3.145 -0.536
O 1.889 2.285 0.353
H 4.272 2.356 -0.287
H 4.140 3.736 0.721
H 4.365 4.184 -0.720
H 2.379 3.015 -1.555
H 2.010 4.284 -0.512
H 1.249 1.776 -0.247
C -4.718 -3.948 -1.398
C -3.570 -3.225 -0.926
O -3.477 -2.026 -1.672
H -4.699 -4.443 -2.246
H -5.689 -3.296 -1.202
H -4.772 -4.953 -0.937
H -2.636 -3.704 -1.195
H -3.531 -3.148 0.182
H -2.887 -1.318 -1.080
C -3.596 4.623 2.711
C -3.072 3.365 1.899
O -1.686 3.027 2.062
H -3.104 5.643 2.350
H -3.232 4.668 3.702
H -4.645 4.651 2.625
H -3.506 3.512 0.890
H -3.590 2.450 2.184
H -1.655 2.157 1.638
C 4.640 0.814 -3.565
C 3.440 -0.158 -3.346
O 3.910 -1.102 -2.374
H 4.900 0.997 -2.550
H 4.452 1.749 -4.127
H 5.421 0.472 -4.193
H 2.906 -0.404 -4.149
H 2.718 0.143 -2.626
H 3.113 -1.506 -2.281
C -1.963 -1.716 3.664
C -2.948 -0.542 3.435
O -4.253 -0.901 3.493
H -1.570 -2.135 4.556
H -1.004 -1.251 3.245
H -2.155 -2.507 3.027
H -2.721 0.035 2.630
H -2.759 0.283 4.227
H -4.698 -0.181 3.084
*
```

=====

Record 3
Entry from OMol25: a 6-piece molecular cluster, C16H45NO12 overall at a distorted geometry (wB97M-V/def2-TZVPD).

Gap between HOMO and LUMO in eV: 8.33
Molar mass in g/mol: 443.5
Relative energy (zero: lowest compared OMol25 entry of this formula, charge and spin) in kJ/mol: 76.25
HOMO in eV: -8.29
LUMO energy in eV: 0.03
Structure (SMILES): COCCNCCOC.OCCO.OCCO.OCCO.OCCO.OCCO

The geometry in ORCA input format:
```
! wB97M-V def2-TZVPD RIJCOSX def2/J DEFGRID3
* xyz 0 1
C 3.586 -1.143 -0.599
O 2.315 -1.708 -0.684
C 1.836 -1.874 -2.015
C 0.334 -2.039 -1.939
N -0.050 -3.450 -1.765
C -1.150 -3.683 -0.817
C -0.912 -3.047 0.546
O -1.664 -3.792 1.499
C -1.448 -3.320 2.816
H 3.773 -0.173 -1.088
H 4.314 -1.819 -1.076
H 3.875 -0.952 0.434
H 2.355 -2.715 -2.486
H 2.052 -0.966 -2.589
H -0.088 -1.711 -2.896
H -0.133 -1.408 -1.181
H 0.709 -3.996 -1.375
H -1.273 -4.751 -0.630
H -2.131 -3.406 -1.214
H -1.179 -1.985 0.504
H 0.150 -3.134 0.808
H -2.310 -3.637 3.405
H -1.430 -2.226 2.819
H -0.545 -3.754 3.253
O 1.599 -0.665 2.947
C 1.450 -1.230 4.223
C 2.831 -1.619 4.733
O 3.332 -2.906 4.386
H 0.755 -0.353 2.606
H 1.093 -0.548 5.006
H 0.727 -2.050 4.299
H 2.883 -1.531 5.824
H 3.477 -0.825 4.344
H 4.270 -2.802 4.216
O 5.006 0.180 -3.636
C 5.060 1.604 -3.696
C 4.027 2.148 -2.726
O 2.758 2.213 -3.377
H 4.774 -0.184 -4.494
H 6.043 1.867 -3.288
H 4.969 2.067 -4.675
H 4.190 3.135 -2.274
H 4.027 1.518 -1.829
H 2.100 1.830 -2.773
O -0.995 0.365 0.154
C -0.430 1.599 0.580
C 0.256 2.256 -0.579
O 1.231 1.348 -1.158
H -1.414 -0.019 0.932
H -1.253 2.270 0.855
H 0.240 1.471 1.435
H 0.765 3.184 -0.301
H -0.458 2.503 -1.367
H 1.355 0.657 -0.499
O -2.636 0.074 2.754
C -3.791 -0.570 2.206
C -4.897 0.436 1.931
O -6.073 -0.162 1.453
H -2.953 0.464 3.579
H -3.452 -1.073 1.296
H -4.088 -1.409 2.843
H -4.473 1.142 1.210
H -5.000 0.972 2.884
H -6.764 0.501 1.549
O -3.565 4.462 -4.365
C -2.798 3.950 -3.275
C -3.405 4.340 -1.942
O -2.594 3.927 -0.845
H -3.825 5.369 -4.169
H -2.625 2.895 -3.500
H -1.783 4.351 -3.399
H -4.438 4.053 -1.735
H -3.374 5.440 -2.025
H -3.118 4.039 -0.049
*
```

=====

Record 4
Entry from OMol25: a 12-piece molecular cluster, C16H46BN12O19 overall at a distorted geometry (wB97M-V/def2-TZVPD).

Gap between HOMO and LUMO in eV: 9.18
Molar mass in g/mol: 721.4
HOMO in eV: -7.51
LUMO energy in eV: 1.68

The geometry in ORCA input format:
```
! wB97M-V def2-TZVPD RIJCOSX def2/J DEFGRID3
* xyz -1 1
O 8.538 -0.148 -22.543
C 9.441 0.568 -22.862
O 9.810 0.905 -24.066
B 10.907 1.875 -23.976
O 11.282 1.950 -22.546
C 10.390 1.217 -21.846
O 10.358 1.099 -20.664
O 10.522 3.132 -24.616
C 11.421 3.460 -25.555
O 11.393 4.483 -26.169
C 12.426 2.300 -25.667
O 12.135 1.457 -24.702
O 13.335 2.319 -26.440
O 13.994 6.721 -25.876
H 14.180 6.394 -24.990
H 13.245 6.192 -26.176
O 5.542 0.637 -21.488
H 6.354 1.054 -21.185
H 5.769 -0.296 -21.573
O 8.621 5.118 -25.004
H 8.825 4.424 -24.376
H 9.466 5.307 -25.431
C 12.476 -2.144 -21.676
O 11.714 -1.819 -20.745
N 12.834 -1.308 -22.659
N 13.053 -3.387 -21.735
H 13.584 -1.421 -23.316
H 12.288 -0.465 -22.708
H 12.663 -4.014 -21.056
H 13.893 -3.460 -22.274
C 13.831 3.661 -20.690
O 14.816 4.168 -20.134
N 13.763 2.333 -20.894
N 12.783 4.397 -21.160
H 14.404 1.817 -20.318
H 13.024 1.946 -21.459
H 11.989 3.823 -21.393
H 12.621 5.323 -20.815
C 8.722 -0.802 -17.703
O 8.370 -1.622 -16.864
N 8.431 0.532 -17.634
N 9.473 -1.115 -18.800
H 8.887 1.194 -18.230
H 7.816 0.807 -16.891
H 9.588 -2.099 -18.940
H 9.829 -0.418 -19.429
C 8.911 -4.213 -21.859
O 8.183 -4.418 -22.828
N 9.399 -2.954 -21.586
N 9.401 -5.141 -21.015
H 10.273 -2.831 -21.068
H 9.172 -2.222 -22.236
H 9.099 -6.079 -21.226
H 10.067 -4.985 -20.287
C 12.486 -0.516 -29.073
O 11.817 -1.236 -28.343
N 12.533 0.833 -29.037
N 13.132 -1.019 -30.185
H 13.211 1.282 -29.620
H 11.949 1.427 -28.482
H 13.501 -0.438 -30.909
H 13.236 -2.013 -30.269
C 16.111 0.742 -23.923
O 16.384 -0.074 -24.795
N 16.092 0.502 -22.574
N 15.884 2.053 -24.223
H 16.573 -0.327 -22.274
H 15.650 1.144 -21.946
H 15.899 2.252 -25.209
H 15.840 2.735 -23.492
C 6.112 -0.800 -24.679
C 6.600 -1.315 -25.994
C 6.904 -2.834 -25.975
O 5.607 -1.132 -27.020
H 6.417 0.238 -24.541
H 6.569 -1.296 -23.821
H 5.034 -0.927 -24.579
H 7.571 -0.871 -26.249
H 6.088 -3.382 -25.489
H 7.703 -2.874 -25.228
H 7.038 -3.361 -26.918
H 5.646 -1.896 -27.592
C 13.241 0.130 -18.509
C 13.438 -1.168 -17.722
C 12.177 -1.762 -17.137
O 14.182 -2.091 -18.484
H 12.643 0.021 -19.415
H 14.247 0.530 -18.656
H 12.760 0.907 -17.909
H 14.037 -0.879 -16.849
H 11.559 -2.201 -17.921
H 11.474 -1.056 -16.688
H 12.407 -2.482 -16.351
H 13.809 -2.038 -19.374
*
```

=====

Please write out number 2 again, unchanged.
Entry from OMol25: a 9-piece molecular cluster, C16H45BF4NO7 overall at a distorted geometry (wB97M-V/def2-TZVPD).

Gap between HOMO and LUMO in eV: 9.78
Molar mass in g/mol: 450.3
Relative energy (zero: lowest compared OMol25 entry of this formula, charge and spin) in kJ/mol: 223.44
HOMO in eV: -7.14
LUMO energy in eV: 2.64

The geometry in ORCA input format:
```
! wB97M-V def2-TZVPD RIJCOSX def2/J DEFGRID3
* xyz -1 1
B -0.530 -0.305 -0.251
F -0.476 -1.513 0.393
F 0.772 -0.036 -0.795
F -1.537 -0.249 -1.176
F -0.870 0.646 0.741
C 1.799 -0.354 2.737
C 2.188 -1.544 3.548
N 2.677 -2.444 4.105
H 1.001 -0.959 2.093
H 1.264 0.288 3.534
H 2.747 0.069 2.379
C 0.040 2.116 -3.842
C -0.842 2.558 -2.652
O -2.015 1.930 -2.633
H 0.344 1.113 -3.687
H 1.025 2.616 -3.894
H -0.492 2.563 -4.632
H -1.024 3.570 -2.586
H -0.294 2.156 -1.730
H -1.992 1.132 -2.001
C 3.266 -4.685 -0.076
C 2.198 -3.955 0.630
O 1.165 -3.694 -0.375
H 2.830 -5.694 -0.366
H 4.243 -4.522 0.304
H 3.443 -4.053 -0.896
H 2.580 -3.054 0.961
H 1.896 -4.813 1.367
H 0.413 -3.104 -0.009
C 4.011 3.312 -0.145
C 2.502 3.145 -0.536
O 1.889 2.285 0.353
H 4.272 2.356 -0.287
H 4.140 3.736 0.721
H 4.365 4.184 -0.720
H 2.379 3.015 -1.555
H 2.010 4.284 -0.512
H 1.249 1.776 -0.247
C -4.718 -3.948 -1.398
C -3.570 -3.225 -0.926
O -3.477 -2.026 -1.672
H -4.699 -4.443 -2.246
H -5.689 -3.296 -1.202
H -4.772 -4.953 -0.937
H -2.636 -3.704 -1.195
H -3.531 -3.148 0.182
H -2.887 -1.318 -1.080
C -3.596 4.623 2.711
C -3.072 3.365 1.899
O -1.686 3.027 2.062
H -3.104 5.643 2.350
H -3.232 4.668 3.702
H -4.645 4.651 2.625
H -3.506 3.512 0.890
H -3.590 2.450 2.184
H -1.655 2.157 1.638
C 4.640 0.814 -3.565
C 3.440 -0.158 -3.346
O 3.910 -1.102 -2.374
H 4.900 0.997 -2.550
H 4.452 1.749 -4.127
H 5.421 0.472 -4.193
H 2.906 -0.404 -4.149
H 2.718 0.143 -2.626
H 3.113 -1.506 -2.281
C -1.963 -1.716 3.664
C -2.948 -0.542 3.435
O -4.253 -0.901 3.493
H -1.570 -2.135 4.556
H -1.004 -1.251 3.245
H -2.155 -2.507 3.027
H -2.721 0.035 2.630
H -2.759 0.283 4.227
H -4.698 -0.181 3.084
*
```